<w>
{"formula": "C19H24N2O2", "method": "ωB97M-V with the def2-TZVPD basis set", "symbols": ["O", "O", "N", "N", "C", "C", "C", "C", "C", "C", "C", "C", "C", "C", "C", "C", "C", "C", "C", "C", "C", "C", "C", "H", "H", "H", "H", "H", "H", "H", "H", "H", "H", "H", "H", "H", "H", "H", "H", "H", "H", "H", "H", "H", "H", "H", "H"], "positions_angstrom": [[-2.3839, 1.9255, -1.8482], [4.2793, -0.5551, 0.1228], [-1.8308, 1.0665, 0.2790], [0.0934, 2.9364, 0.6772], [4.1840, -1.8722, -0.7548], [-3.3221, -4.2423, 0.3267], [-2.8376, -2.8029, 0.2740], [2.1010, 0.4199, -0.6724], [-2.2574, -0.2757, 0.1971], [1.2315, 1.4269, -0.7330], [-3.6395, -0.5385, 0.0458], [-3.9961, -1.9296, 0.1253], [-1.5503, -2.3236, 0.6331], [3.0648, 1.3482, 1.3258], [-1.0169, 3.3089, -0.2595], [5.6189, -2.1115, -0.7627], [3.1161, 0.3087, 0.0467], [3.1084, -2.7505, -0.4381], [-1.7832, 2.1838, -0.6253], [-4.6675, 0.6119, -0.4113], [-1.3050, -1.1126, 0.6698], [1.0858, 2.1756, 0.4641], [2.1790, 2.3068, 1.3458], [5.5651, -3.1570, -1.2958], [-4.9327, -2.0653, -0.4445], [-1.0311, -3.3093, 0.9509], [3.1116, -3.6345, -0.9934], [-5.7069, 0.2366, -0.4919], [3.9960, 1.3920, 1.6336], [0.3022, 3.9578, 1.1767], [-4.2227, -4.4959, -0.2551], [-2.4377, -4.8968, -0.2492], [-1.3299, 1.5366, 1.3677], [-1.7317, 4.2549, 0.0698], [0.3411, 1.3484, -1.1424], [3.9885, -1.1423, -1.7361], [-4.5860, 1.3066, 0.4494], [-4.4333, 1.2770, -1.2398], [5.8620, -2.6384, 0.3475], [-0.4487, 3.5921, -1.1880], [6.3139, -1.4086, -1.0855], [3.4135, -3.0388, 0.7083], [2.1503, 2.9556, 2.2755], [2.1092, -0.3054, -1.7936], [-0.4580, -0.8267, 1.0126], [2.1190, -2.4227, -0.3138], [-3.6069, -4.5601, 1.1842]], "homo_energy_ev": -7.45, "orbital_gap_ev": 7.82}

***

<x>
{"formula": "C19H24N2O2", "method": "ωB97M-V with the def2-TZVPD basis set", "symbols": ["O", "O", "N", "N", "C", "C", "C", "C", "C", "C", "C", "C", "C", "C", "C", "C", "C", "C", "C", "C", "C", "C", "C", "H", "H", "H", "H", "H", "H", "H", "H", "H", "H", "H", "H", "H", "H", "H", "H", "H", "H", "H", "H", "H", "H", "H", "H"], "positions_angstrom": [[7.1265, 2.1453, -0.1371], [7.3309, 2.7025, 2.0533], [-3.6785, -1.1635, -1.8919], [1.2550, 0.3085, 1.2520], [2.9541, 1.7976, 0.2553], [-2.7258, -1.4239, -0.8086], [4.2530, 2.3149, 0.2632], [6.6371, 2.2372, 0.9800], [5.2195, 1.8036, 1.1551], [-6.4669, -0.9003, -3.3604], [5.4004, -0.5152, 4.0445], [-4.3220, 0.1261, -2.1263], [3.1421, -0.5002, 3.2026], [2.5378, 0.8247, 1.1886], [-5.2558, 0.0935, -3.3284], [4.8060, 0.8679, 2.1063], [-7.2453, -1.0340, -2.0327], [0.7930, -0.3274, 0.2313], [5.7547, 0.3511, 3.0001], [-0.5518, -0.9995, 0.3260], [4.0701, -0.8911, 4.1485], [-1.4425, -0.6101, -0.8711], [3.4639, 0.3988, 2.1630], [-1.0938, -0.7492, 1.2414], [1.4292, -0.5096, -0.6662], [2.2004, 2.1571, -0.4477], [8.2477, 2.8722, 1.7619], [-2.4686, -2.4895, -0.9085], [-6.5355, -1.3449, -1.2525], [-3.5783, 0.9025, -2.3737], [-6.0797, -1.8938, -3.5966], [-1.7450, 0.4491, -0.7985], [-7.7478, -0.1025, -1.7733], [-4.3293, -1.9486, -1.9621], [-7.0863, -0.6507, -4.2167], [3.7706, -1.4979, 5.0129], [-4.8616, 0.3831, -1.2159], [-8.0221, -1.8219, -2.1250], [-0.3551, -2.0887, 0.3447], [6.1096, -0.9499, 4.7477], [4.5862, 3.0538, -0.5083], [-4.6180, -0.0986, -4.2026], [-0.9161, -0.7977, -1.8052], [6.7980, 0.5501, 2.9222], [-5.6719, 1.0807, -3.4431], [-3.1935, -1.2741, 0.1623], [2.1052, -0.8372, 3.2897]], "homo_energy_ev": -7.89, "smiles": "CCCCNCCC/C=N/c1ccc(C(=O)O)c2ccccc12", "orbital_gap_ev": 8.02}

***

Which one sits at the bottom of the stability order? <w> does.

***

<w>
{"formula": "C16H44O6", "method": "ωB97M-V with the def2-TZVPD basis set", "symbols": ["O", "O", "O", "O", "O", "O", "C", "C", "C", "C", "C", "C", "C", "C", "C", "C", "C", "C", "C", "C", "C", "C", "H", "H", "H", "H", "H", "H", "H", "H", "H", "H", "H", "H", "H", "H", "H", "H", "H", "H", "H", "H", "H", "H", "H", "H", "H", "H", "H", "H", "H", "H", "H", "H", "H", "H", "H", "H", "H", "H", "H", "H", "H", "H", "H", "H"], "positions_angstrom": [[13.9853, 12.9499, 9.5685], [10.8983, 11.5361, 8.8325], [8.7523, 10.0041, 12.4381], [9.2576, 10.3524, 15.4519], [12.6909, 4.4770, 8.9704], [6.3333, 10.6379, 10.3390], [13.2140, 6.4477, 10.3952], [9.6548, 9.5219, 11.4225], [7.7438, 12.1216, 15.9910], [7.4380, 12.6741, 10.8445], [9.7257, 9.6539, 8.1151], [6.4776, 12.0032, 9.8867], [9.2293, 11.7103, 15.8198], [11.8169, 10.2806, 6.9479], [14.2351, 13.2199, 11.0308], [13.2912, 12.3005, 11.8310], [11.1163, 10.2368, 8.2837], [6.9616, 11.9765, 8.4260], [10.8641, 5.5426, 10.1886], [10.0828, 12.6006, 14.9553], [12.3376, 5.2194, 10.2335], [10.9479, 9.1726, 12.0340], [7.4862, 13.0682, 16.5521], [14.2348, 6.1220, 10.5193], [12.2746, 12.5739, 11.6065], [10.5700, 6.1786, 11.0372], [7.5028, 11.0185, 8.3589], [10.3137, 13.5864, 15.3826], [9.1031, 10.2919, 14.5043], [10.6104, 6.0757, 9.2656], [9.1394, 9.6250, 8.9888], [7.2879, 11.3471, 16.5522], [11.5224, 8.5213, 11.3684], [6.1002, 11.9568, 7.7519], [13.4053, 12.5090, 12.9044], [14.6691, 13.4278, 9.0872], [10.2600, 4.6457, 10.2394], [9.7143, 11.7576, 16.8329], [7.2957, 13.8042, 10.8808], [13.0526, 7.1094, 9.5532], [12.5248, 4.5254, 11.0393], [9.6296, 12.7230, 13.9365], [8.0015, 10.3849, 11.9898], [8.4500, 12.5205, 10.5050], [12.9953, 5.1152, 8.3137], [11.5509, 10.0264, 12.3118], [10.7732, 8.5405, 12.8963], [11.9211, 9.2088, 6.6390], [11.0496, 12.0641, 14.8689], [11.7724, 11.9559, 9.0719], [15.2966, 13.0063, 11.1717], [12.7901, 10.7893, 7.0053], [9.2156, 10.0755, 7.2742], [13.0360, 6.9135, 11.3589], [11.7384, 9.6109, 8.9625], [6.0343, 10.1292, 9.6080], [11.0910, 10.8037, 6.3214], [9.8668, 10.3513, 10.7281], [9.8929, 8.6360, 7.7333], [14.0532, 14.2782, 11.3199], [13.4354, 11.2132, 11.6784], [9.2132, 8.6846, 10.8909], [5.5279, 12.5150, 10.0400], [7.2036, 12.1762, 11.8086], [7.2253, 12.2484, 15.0394], [7.6700, 12.7632, 8.1270]], "homo_energy_ev": -9.72, "smiles": "CC(C)O.CC(C)O.CC(C)O.CC(C)O.CCO.CCO", "orbital_gap_ev": 10.27}

***

<x>
{"formula": "C16H44O6", "method": "ωB97M-V with the def2-TZVPD basis set", "symbols": ["O", "O", "O", "O", "O", "O", "C", "C", "C", "C", "C", "C", "C", "C", "C", "C", "C", "C", "C", "C", "C", "C", "H", "H", "H", "H", "H", "H", "H", "H", "H", "H", "H", "H", "H", "H", "H", "H", "H", "H", "H", "H", "H", "H", "H", "H", "H", "H", "H", "H", "H", "H", "H", "H", "H", "H", "H", "H", "H", "H", "H", "H", "H", "H", "H", "H"], "positions_angstrom": [[11.0461, 2.5802, 0.3631], [-4.3774, -9.1993, 1.4453], [-4.6816, -0.9267, 1.8148], [-1.8423, 4.6449, 2.1349], [0.6235, -0.6757, -0.4973], [-0.6428, 2.6933, -5.3584], [-4.2563, -9.1590, 2.8719], [11.1350, 0.9958, -1.5012], [-5.9201, -0.1104, 1.7609], [10.8397, 1.2603, 0.0073], [1.6235, -1.6121, -0.2441], [-6.9871, -0.5028, 2.8067], [-1.0800, 6.8329, 2.6392], [-6.3655, -0.0677, 0.2617], [-1.7547, 1.8862, -5.4596], [9.4249, 0.9730, 0.2930], [-1.6075, 0.9123, -6.7138], [1.1901, -3.1134, -0.5665], [-2.0460, 5.9752, 1.8802], [-3.9872, -7.7191, 3.3255], [-2.1609, 6.3233, 0.4098], [2.7308, -1.0922, -1.1932], [2.5134, -1.2575, -2.2485], [10.9994, -0.0169, -1.8809], [-7.8046, 0.2137, 2.7273], [-1.6750, 4.1493, 1.3300], [2.9928, -0.0399, -1.0835], [-2.9286, 5.7226, -0.0781], [0.8214, -3.6294, 0.3200], [9.2728, 1.0385, 1.3703], [-1.2922, 6.0323, -0.1808], [-3.0538, 6.1159, 2.2710], [-2.2068, 7.4019, 0.2596], [-0.0892, 6.3786, 2.6324], [-4.5866, -1.3525, 2.6700], [-2.0262, 1.3019, -4.5805], [-2.5510, 0.3809, -6.8384], [2.0443, -3.7265, -0.8538], [11.4946, 0.6278, 0.6066], [-0.7943, 0.1921, -6.6243], [-5.6679, 0.9152, 2.0302], [-3.5259, -9.1694, 1.0030], [1.8657, -1.4696, 0.8090], [-3.5849, -9.9663, 3.1644], [-0.0665, -0.9265, 0.1212], [-5.2268, -9.4831, 3.2475], [-7.3904, -1.5147, 2.7685], [-6.9583, -0.9195, -0.0716], [-0.0677, 2.3338, -4.6790], [-1.3394, 1.3861, -7.6581], [3.6042, -1.7144, -0.9977], [-3.0384, -7.4005, 2.8939], [-5.4948, 0.0472, -0.3839], [-4.8087, -7.0557, 3.0552], [10.5899, 1.7613, -2.0534], [-2.5151, 2.6451, -5.6437], [12.1878, 1.2236, -1.6675], [-1.5259, 7.2073, 3.5606], [9.0945, -0.0395, 0.0609], [-0.8050, 7.7008, 2.0399], [0.3579, -3.1679, -1.2683], [-3.8741, -7.6989, 4.4094], [8.7973, 1.7284, -0.1797], [10.8346, 2.6511, 1.2968], [-6.5858, -0.3654, 3.8108], [-6.8912, 0.8594, 0.0329]], "homo_energy_ev": -9.98, "smiles": "CC(C)O.CC(C)O.CC(C)O.CC(C)O.CCO.CCO", "orbital_gap_ev": 10.31}

***

Which one sits at the bottom of the stability order? <x> does.